# 1
C22H19F3N2O4 | ωB97M-V/def2-TZVPD

```
50
Properties=species:S:1:pos:R:3:mulliken_charge:R:1
H -0.517 1.910 3.886 0.456
C -0.986 3.426 -1.435 0.382
C -1.307 4.069 -2.653 -0.647
H 2.394 -0.932 0.221 0.103
O -0.314 1.276 3.202 -0.681
C -0.993 1.573 0.091 1.443
C 3.842 -1.648 -2.029 -1.116
C -1.476 0.764 2.517 1.823
C 1.867 -4.388 -0.303 0.041
C 1.890 -1.939 0.307 -0.245
C 0.920 -4.520 0.675 -0.546
H 0.868 2.452 1.111 0.337
H 0.982 -0.304 2.251 0.319
H 1.097 1.803 -0.479 0.363
H 4.324 -0.995 -1.217 0.288
N 0.326 -1.067 1.936 -0.077
F -2.653 1.858 4.365 -0.246
C 0.869 -2.144 1.241 0.576
H 2.915 -1.244 -2.426 0.305
C 0.396 2.291 0.159 -1.109
C 2.391 -3.079 -0.510 0.548
H 4.634 -1.637 -2.841 0.322
C -2.255 3.603 -3.500 -0.411
H -3.752 2.029 -3.695 0.309
C -1.039 -0.650 1.970 -0.826
H 1.041 3.976 -1.040 0.351
H -3.021 0.883 -1.767 0.620
C 3.478 -2.941 -1.491 0.705
H -1.846 2.854 1.703 0.425
H -0.756 0.523 -0.064 0.658
H -0.208 4.255 0.398 0.247
C 0.322 -3.447 1.461 -0.715
O 3.474 -5.303 -1.895 -0.188
H -2.878 1.671 1.061 0.607
C 0.136 3.648 -0.460 -0.755
F -2.412 -0.418 4.368 -0.268
C -2.589 0.732 3.633 0.820
H 0.748 -5.514 0.984 0.487
N 4.005 -4.006 -2.060 -0.558
C -1.842 1.812 1.338 -2.045
H -0.384 -3.509 2.332 0.404
H -2.527 4.040 -4.430 0.430
C 2.410 -5.537 -1.094 0.298
O 1.786 -6.626 -0.935 -0.612
H -0.687 4.837 -3.181 0.258
C -2.944 2.492 -3.082 -0.646
O -1.754 -1.444 1.393 -0.590
C -1.591 2.215 -1.071 -0.939
F -3.817 0.533 3.060 -0.264
C -2.568 1.769 -2.004 -0.438
```

Highest occupied orbital energy, eV: -9.2
SMILES string: Cc1noc(=O)c2ccc(NC(=O)[C@@](O)(C[C@@H]3CCc4ccccc43)C(F)(F)F)cc12
Kohn-Sham gap, eV: 8.8
Spin multiplicity: 1


# 2
C27H29BF3N5O5S6Tc | ωB97M-V/def2-TZVPD

```
77
Properties=species:S:1:pos:R:3:mulliken_charge:R:1
C -0.444 4.262 -0.918 -0.960
C -2.790 -1.042 3.270 0.297
H 0.407 2.689 -5.338 0.324
O -1.743 -0.159 -1.541 0.238
C 2.111 -0.463 2.566 -0.025
C -2.394 3.670 0.312 -1.025
F -3.021 6.394 0.332 -0.261
S 1.337 0.264 -2.069 -0.601
H -4.716 -2.950 5.341 0.419
O -3.035 -1.535 0.970 -0.642
C -0.349 0.214 -5.565 -0.453
S 0.167 -2.394 0.015 -0.517
C -4.058 -2.158 5.010 -1.109
H -4.463 -2.207 -3.891 0.506
C -3.876 -1.413 -3.428 0.095
H -0.042 -3.533 -4.195 -0.206
C -4.314 -0.022 -3.883 -0.722
C -3.580 0.972 -2.977 -0.437
S 1.742 0.555 1.192 -0.239
H -3.998 -2.755 2.937 0.484
C -4.032 -1.403 -1.921 -1.006
H -5.393 0.082 -3.742 0.335
C 0.696 2.193 -4.415 -0.899
C 1.394 -2.785 -1.139 -0.070
H 2.479 -3.225 1.234 0.309
C 3.256 -3.008 0.507 -0.906
H -2.591 1.232 -3.354 -0.172
H -4.092 0.156 -4.935 0.398
H -0.940 -1.895 -5.806 0.543
H 0.991 2.666 -1.075 0.799
Tc -0.149 -0.016 -0.092 0.970
C -3.576 -1.217 5.884 1.009
H -3.520 -2.204 -1.389 0.304
H -2.281 -0.348 8.374 0.258
C -2.729 -0.200 5.475 0.807
H 0.167 4.984 -1.442 0.507
N 2.681 -3.036 -0.830 0.278
S -3.240 0.126 -1.373 0.682
C -1.687 4.608 -0.421 0.379
C 2.483 -3.233 -3.000 -0.518
C -2.306 -0.085 4.179 -0.813
C -1.860 2.405 0.460 -0.700
H -1.621 0.687 3.860 0.399
H 2.608 -3.405 -4.056 0.475
C -2.365 -0.972 1.832 -0.346
H 4.042 -3.756 0.572 0.354
C -3.652 -2.046 3.677 -0.412
C 0.020 2.976 -0.717 -0.872
C -3.046 0.006 7.678 -0.249
O -2.427 0.604 6.545 -0.505
C 3.375 -3.310 -1.990 -0.639
H 4.431 -3.513 -1.985 0.469
F -1.343 6.878 -0.953 -0.268
H 0.215 2.687 -3.572 0.295
N 1.254 -2.910 -2.466 0.123
H -3.339 3.920 0.773 0.528
H -1.005 -2.785 -2.589 -0.097
C -0.507 -1.088 -5.241 -0.679
H 1.773 2.259 -4.278 0.335
S 1.001 -1.438 3.335 -0.026
H -2.372 1.664 1.055 0.575
H -3.691 0.732 8.174 0.244
O -3.827 -1.098 7.223 -0.495
H -5.077 -1.356 -1.600 0.501
H -0.607 0.759 -6.457 0.474
N 0.279 0.806 -4.490 0.275
H -4.151 1.881 -2.785 0.533
S 3.646 -0.409 3.195 -0.162
B -0.041 -2.724 -3.298 0.352
N 0.015 -1.297 -3.983 0.194
C 0.486 -0.131 -3.524 0.004
N -0.689 2.034 -0.079 0.721
F -3.091 5.903 -1.774 -0.254
O -1.287 -0.282 1.623 -0.256
H -2.826 -1.571 -3.668 -0.356
C -2.283 5.959 -0.697 0.804
H 3.670 -2.025 0.724 0.301
```

⟨S²⟩: 3.78
Highest occupied orbital energy (alpha / beta), eV: -7.5 / -7.2
Kohn-Sham gap (alpha / beta), eV: 7.0 / 5.8
Spin multiplicity: 4


# 3
C15H21NO4 | ωB97M-V/def2-TZVPD

```
41
Properties=species:S:1:pos:R:3:mulliken_charge:R:1
H 1.878 -1.704 4.246 0.306
H -0.015 -3.790 2.833 0.317
H -2.262 -2.513 -1.068 0.400
C -1.093 0.625 -1.608 -0.003
C 0.666 4.194 -2.541 0.651
C 0.779 -2.184 1.639 -0.450
H 1.715 -1.913 1.148 0.278
C 0.911 -3.552 2.303 -0.611
C 0.294 3.775 -0.140 -0.750
C -2.977 -1.163 -2.555 -0.680
H 2.718 -2.912 5.212 0.359
C -1.926 0.982 -2.656 -0.293
C -1.202 -0.642 -1.017 0.681
H 3.002 -3.340 2.763 0.300
C -0.037 1.578 -1.144 0.571
H 0.556 -1.417 2.380 0.259
H 0.968 -3.004 5.019 0.288
C -0.331 -2.175 0.594 -0.889
H -1.297 -2.413 1.064 0.420
O 1.983 4.162 -2.709 -0.458
O 1.150 1.421 -1.332 -0.649
C 0.277 4.856 -1.240 -0.569
H -3.512 0.366 -3.955 0.405
N -0.543 2.651 -0.477 -0.081
C -2.155 -1.531 -1.503 -0.615
C 2.085 -3.631 3.280 -0.484
H 2.201 -4.670 3.598 0.327
H -3.708 -1.868 -2.922 0.387
H 0.993 5.637 -0.993 0.345
O -0.370 -0.882 0.026 -0.286
H -1.541 2.793 -0.492 0.276
C 1.899 -2.757 4.514 -1.157
H -0.039 4.207 0.807 0.373
H 1.309 3.387 -0.030 0.325
H 1.050 -4.308 1.526 0.357
H -0.725 5.275 -1.338 0.318
H -0.126 -2.925 -0.183 0.510
O -0.117 3.723 -3.324 -0.584
H -1.807 1.954 -3.112 0.509
H 2.221 3.619 -3.476 0.367
C -2.870 0.088 -3.134 -0.772
```

Highest occupied orbital energy, eV: -8.5
SMILES string: CCCCCOc1ccccc1C(=O)NCCC(=O)O
Kohn-Sham gap, eV: 9.3
Spin multiplicity: 1


# 4
C7H15F4O3PSSi | ωB97M-V/def2-TZVPD

```
32
Properties=species:S:1:pos:R:3:mulliken_charge:R:1
C -0.674 2.412 -4.048 -0.298
C -1.861 2.014 -3.192 -0.472
H 0.186 -1.963 -0.144 0.482
O 0.414 2.899 -3.274 -0.473
H 2.830 -2.907 1.842 0.328
C -1.169 -0.319 0.259 0.061
O 2.909 1.385 2.156 -0.539
O 4.037 -0.483 1.030 -0.554
H 0.697 2.198 -2.676 0.213
F -4.279 -0.747 2.316 -0.251
H -2.694 1.672 -3.809 0.354
H -2.196 2.858 -2.589 0.271
H 2.188 -2.735 3.481 0.310
H -0.352 1.567 -4.668 0.246
H -1.590 1.204 -2.513 -0.131
H 1.256 -3.600 2.238 0.351
C -0.296 -1.505 0.724 -1.025
H -0.919 -2.286 1.167 0.591
C 1.921 -2.753 2.425 -1.062
C -3.012 -0.761 1.944 0.300
Si 1.070 -1.170 1.931 0.457
P 2.604 0.274 1.041 0.682
S 2.075 1.020 -0.646 -0.376
H 3.368 1.032 2.930 0.324
F -2.243 -1.287 2.887 -0.187
H 4.127 -1.048 0.251 0.330
C -2.558 -0.297 0.802 0.092
F -3.463 0.266 -0.018 -0.289
F 0.534 -0.436 3.255 -0.285
H -0.944 3.228 -4.719 0.297
H -1.294 -0.368 -0.824 -0.072
H -0.676 0.638 0.440 0.326
```

Highest occupied orbital energy, eV: -9.3
SMILES string: C[Si@](F)(CCC(F)=C(F)F)P(O)(O)=S.CCO
Kohn-Sham gap, eV: 9.5
Spin multiplicity: 1


# 5
C4H8NO3P | ωB97M-V/def2-TZVPD

```
17
Properties=species:S:1:pos:R:3:mulliken_charge:R:1
H 2.365 0.639 2.497 0.214
C -1.222 -0.983 0.181 0.435
H 2.365 0.392 -0.659 0.111
H 0.367 0.293 -2.558 0.208
O -1.879 -0.171 1.069 -0.420
O -2.735 1.843 -0.348 -0.472
H 2.378 -0.944 0.606 0.350
C 2.373 0.031 0.463 -0.463
N 0.065 -0.404 -1.890 -0.489
C -0.807 -0.144 -0.841 0.130
H -3.410 1.476 -0.876 0.312
C 2.238 0.884 1.436 -0.466
O -1.268 -2.258 0.400 -0.496
H -1.475 -2.460 1.318 0.358
P -1.369 1.234 0.283 0.244
H 1.971 1.905 1.259 0.249
H 0.041 -1.334 -2.340 0.196
```

Highest occupied orbital energy, eV: -7.2
SMILES string: NC1=[P@]2(O)O[C@@]12O.C=C
Kohn-Sham gap, eV: 7.9
Spin multiplicity: 1


no.,DFT total energy (eV)
1,-42442.0521
2,-122200.0537
3,-25576.8939
4,-52519.6339
5,-21196.8476